Entry 1:
The following is a quantum chemistry calculation of a 2-piece molecular cluster, C13H19NS overall at a distorted geometry, from the Open Molecules 2025 dataset.

Calculated values
Energy relative to the best compared isomer or geometry (same formula, charge and spin) = 509.7 kJ/mol
Charge = 0
Maximum force = 0.108 hartree/bohr
Total energy = -26109.14144 eV
HOMO level = -0.2571 Ha

Positions of all 34 atoms, in Å:
C 2.082 -1.287 -2.157
C 2.772 -0.689 -1.106
C 0.825 -1.519 -1.713
C 1.973 -0.489 -0.007
C -2.633 -1.556 0.712
C -1.487 -1.719 0.035
C -1.482 1.005 -0.282
C -3.882 -2.335 0.411
C 3.448 0.756 1.434
C -1.180 3.545 -0.547
C 2.155 0.032 1.407
C -0.596 2.137 -0.405
C -0.359 -0.955 0.275
N 0.748 -1.013 -0.428
S -3.034 0.784 -0.075
H 2.588 -1.543 -3.016
H 3.799 -0.483 -1.086
H -0.040 -1.713 -2.302
H -2.555 -1.237 1.817
H -1.358 -2.290 -0.845
H -4.052 -2.380 -0.595
H -4.896 -1.958 0.945
H -3.644 -3.395 0.806
H 4.298 0.221 1.131
H 3.721 1.099 2.389
H 3.384 1.695 0.788
H -0.338 4.205 -0.678
H -1.860 3.673 -1.266
H -1.797 3.699 0.352
H 1.220 0.765 1.547
H 2.291 -0.925 2.119
H 0.088 2.197 0.467
H 0.007 2.014 -1.344
H -0.208 -0.343 1.215



Entry 2:
The following is a quantum chemistry calculation of an isolated ion of composition C7H15IN and charge +1 at a distorted geometry, from the Open Molecules 2025 dataset.

Calculated values
Energy relative to the best compared isomer or geometry (same formula, charge and spin) = 117.4 kJ/mol
Structure (SMILES) = CC[C@]1(C)[NH2+][C@@]1(I)CC
Charge = +1
Maximum force = 0.093 hartree/bohr
Total energy = -17084.04024 eV
HOMO level = -0.5111 Ha

Positions of all 24 atoms, in Å:
C -0.255 0.584 0.290
C 0.854 -0.285 -0.014
C -1.645 0.039 -0.177
C -0.244 2.735 -0.858
C 1.567 -2.773 -0.337
C 0.042 2.054 0.549
C 0.545 -1.651 -0.631
N 0.094 -0.159 1.605
I 2.856 0.270 0.151
H -1.624 0.162 -1.229
H -2.530 0.628 0.145
H -1.857 -0.959 0.012
H -0.005 3.768 -0.675
H -1.220 2.687 -1.262
H 0.467 2.469 -1.670
H 2.489 -2.753 -1.017
H 1.170 -3.769 -0.261
H 1.960 -2.701 0.756
H -0.505 2.583 1.230
H 1.036 2.290 0.883
H -0.360 -1.943 -0.319
H 0.503 -1.614 -1.666
H 0.794 0.359 2.099
H -0.373 -1.034 1.769



Please write out number 1 again, unchanged.
The following is a quantum chemistry calculation of a 2-piece molecular cluster, C13H19NS overall at a distorted geometry, from the Open Molecules 2025 dataset.

Calculated values
Energy relative to the best compared isomer or geometry (same formula, charge and spin) = 509.7 kJ/mol
Charge = 0
Maximum force = 0.108 hartree/bohr
Total energy = -26109.14144 eV
HOMO level = -0.2571 Ha

Positions of all 34 atoms, in Å:
C 2.082 -1.287 -2.157
C 2.772 -0.689 -1.106
C 0.825 -1.519 -1.713
C 1.973 -0.489 -0.007
C -2.633 -1.556 0.712
C -1.487 -1.719 0.035
C -1.482 1.005 -0.282
C -3.882 -2.335 0.411
C 3.448 0.756 1.434
C -1.180 3.545 -0.547
C 2.155 0.032 1.407
C -0.596 2.137 -0.405
C -0.359 -0.955 0.275
N 0.748 -1.013 -0.428
S -3.034 0.784 -0.075
H 2.588 -1.543 -3.016
H 3.799 -0.483 -1.086
H -0.040 -1.713 -2.302
H -2.555 -1.237 1.817
H -1.358 -2.290 -0.845
H -4.052 -2.380 -0.595
H -4.896 -1.958 0.945
H -3.644 -3.395 0.806
H 4.298 0.221 1.131
H 3.721 1.099 2.389
H 3.384 1.695 0.788
H -0.338 4.205 -0.678
H -1.860 3.673 -1.266
H -1.797 3.699 0.352
H 1.220 0.765 1.547
H 2.291 -0.925 2.119
H 0.088 2.197 0.467
H 0.007 2.014 -1.344
H -0.208 -0.343 1.215



What did the second record say?
The following is a quantum chemistry calculation of an isolated ion of composition C7H15IN and charge +1 at a distorted geometry, from the Open Molecules 2025 dataset.

Calculated values
Energy relative to the best compared isomer or geometry (same formula, charge and spin) = 117.4 kJ/mol
Structure (SMILES) = CC[C@]1(C)[NH2+][C@@]1(I)CC
Charge = +1
Maximum force = 0.093 hartree/bohr
Total energy = -17084.04024 eV
HOMO level = -0.5111 Ha

Positions of all 24 atoms, in Å:
C -0.255 0.584 0.290
C 0.854 -0.285 -0.014
C -1.645 0.039 -0.177
C -0.244 2.735 -0.858
C 1.567 -2.773 -0.337
C 0.042 2.054 0.549
C 0.545 -1.651 -0.631
N 0.094 -0.159 1.605
I 2.856 0.270 0.151
H -1.624 0.162 -1.229
H -2.530 0.628 0.145
H -1.857 -0.959 0.012
H -0.005 3.768 -0.675
H -1.220 2.687 -1.262
H 0.467 2.469 -1.670
H 2.489 -2.753 -1.017
H 1.170 -3.769 -0.261
H 1.960 -2.701 0.756
H -0.505 2.583 1.230
H 1.036 2.290 0.883
H -0.360 -1.943 -0.319
H 0.503 -1.614 -1.666
H 0.794 0.359 2.099
H -0.373 -1.034 1.769



Question: Among the records above, which one has the lowest charge?
Answer: C13H19NS



Question: Which formula does entry 2 have?
Answer: C7H15IN